No. 1
The following is a quantum chemistry calculation of C11H20N2O3 in the gas phase, from the Open Molecules 2025 dataset.

Properties
F_max: 0.0577 Eh/bohr
SMILES string: CC(C)C[C@H](N)C(=O)N1CCC[C@H]1C(=O)O
charge: 0
energy relative to the best compared isomer or geometry (same formula, charge and spin): 18.6 kcal/mol
frontier orbital gap: 9.986 eV
2S+1: 1

Each line ends with the Mulliken charge.
Geometry (Å):
C1 -3.282 -0.500 1.725  -1.3714
C2 -3.220 -0.162 0.201  0.6926
C3 -4.388 -0.984 -0.453  -1.4265
C4 -1.958 -0.664 -0.499  -0.9127
C5 -0.747 0.261 -0.269  0.4090
N1 -0.835 1.541 -1.002  -0.5765
C6 0.567 -0.425 -0.637  0.3083
O1 0.564 -1.413 -1.338  -0.7766
N2 1.707 0.195 -0.259  0.1970
C7 1.758 1.391 0.523  -0.4579
C8 3.122 2.031 0.242  -0.7397
C9 4.015 0.799 -0.010  -0.7512
C10 3.038 -0.307 -0.633  -0.6825
C11 3.469 -1.709 0.068  0.6635
O2 4.492 -1.881 0.668  -0.5682
O3 2.495 -2.611 0.051  -0.5283
H1 -2.476 0.014 2.285  0.3527
H2 -4.197 -0.152 2.171  0.4266
H3 -3.094 -1.607 1.893  0.2826
H4 -3.363 0.930 0.027  0.2193
H5 -4.345 -0.867 -1.550  0.3871
H6 -5.411 -0.692 -0.100  0.3757
H7 -4.215 -2.020 -0.219  0.3391
H8 -1.651 -1.672 -0.081  0.3247
H9 -2.145 -0.775 -1.601  0.2159
H10 -0.618 0.525 0.833  0.1980
H11 -1.160 1.498 -1.952  0.2442
H12 -1.439 2.215 -0.545  0.2210
H13 1.563 1.084 1.570  0.2928
H14 0.948 2.074 0.234  0.2513
H15 3.532 2.542 1.101  0.3560
H16 3.045 2.704 -0.588  0.3586
H17 4.955 1.051 -0.525  0.4392
H18 4.387 0.389 0.924  0.3181
H19 3.068 -0.548 -1.668  0.5074
H20 1.820 -2.254 -0.590  0.4109

=====

No. 2
The following is a quantum chemistry calculation of 2 unconnected molecules or ions with the total composition C11H20N2O6, from the Open Molecules 2025 dataset.

Properties
F_max: 0.0795 Eh/bohr
SMILES string: CNC(=O)[C@H](CO)NC(C)=O.CCOC(=O)C(C)=O
charge: 0
energy relative to the best compared isomer or geometry (same formula, charge and spin): 12.0 kcal/mol
frontier orbital gap: 9.140 eV
2S+1: 1

Each line ends with the Mulliken charge.
Geometry (Å):
C1 3.075 -0.748 2.212  -0.9304
N1 2.762 -0.214 0.889  -0.0493
C2 1.720 -0.604 0.141  0.2414
O1 0.923 -1.441 0.543  -0.6876
C3 1.544 0.045 -1.243  -0.0728
C4 0.954 -0.923 -2.282  -0.8256
O2 0.842 -0.294 -3.545  -0.5323
N2 2.738 0.763 -1.741  -0.0673
C5 3.956 0.299 -2.027  0.6704
C6 4.246 -1.188 -2.072  -0.9544
O3 4.859 1.090 -2.245  -0.6747
H1 3.949 -0.244 2.627  0.3709
H2 3.280 -1.818 2.139  0.2936
H3 2.225 -0.604 2.882  0.2443
H4 3.389 0.470 0.492  0.3017
H5 0.785 0.811 -1.094  0.5007
H6 -0.032 -1.250 -1.950  0.3066
H7 1.591 -1.802 -2.372  0.3951
H8 0.091 0.307 -3.526  0.3443
H9 2.649 1.759 -1.862  0.2053
H10 5.322 -1.331 -2.162  0.3362
H11 3.895 -1.684 -1.172  0.3057
H12 3.761 -1.612 -2.948  0.2743
C7 -6.534 0.417 0.352  -1.2114
C8 -5.410 0.204 1.357  -0.1745
O4 -4.152 0.460 0.715  -0.2042
C9 -3.055 0.420 1.534  0.2567
O5 -3.066 0.001 2.694  -0.5661
C10 -1.761 0.951 1.013  0.9871
C11 -0.590 1.211 1.964  -1.0270
O6 -1.604 1.273 -0.167  -0.5995
H13 -6.410 -0.256 -0.502  0.3132
H14 -7.502 0.212 0.821  0.3747
H15 -6.530 1.450 -0.007  0.3111
H16 -5.552 0.879 2.208  0.3150
H17 -5.442 -0.826 1.729  0.2925
H18 -0.913 1.859 2.784  0.5156
H19 0.236 1.695 1.437  0.2593
H20 -0.239 0.264 2.383  0.1613

=====

No. 3
The following is a quantum chemistry calculation of 2 unconnected molecules or ions with the total composition C11H20N2O7P, from the Open Molecules 2025 dataset.

Properties
F_max: 0.1715 Eh/bohr
charge: +1
frontier orbital gap: 7.557 eV
2S+1: 1

Each line ends with the Mulliken charge.
Geometry (Å):
C1 4.499 -0.179 1.049  -0.8454
C2 4.005 -1.745 0.734  0.6531
O1 4.053 -2.087 -0.583  -0.5002
O2 3.602 -2.674 1.804  -0.3389
C3 2.580 -3.633 1.358  -0.4127
C4 1.158 -2.909 0.869  -0.0791
N1 0.183 -2.113 1.749  0.3533
O3 0.236 -1.852 3.075  -0.3590
C5 -0.905 -1.655 0.792  0.0404
P1 -2.465 -0.581 1.051  0.2089
C6 -2.012 1.303 1.190  -0.7195
O4 -3.181 -1.091 2.591  -0.5442
C7 -0.655 -2.195 -0.754  -0.3165
N2 0.634 -2.966 -0.582  0.3844
C8 1.213 -3.660 -1.796  -0.4625
O5 0.576 -3.165 -3.033  -0.1589
O6 1.366 -2.348 -3.676  -0.3336
H1 3.698 0.600 0.677  0.2527
H2 5.457 -0.001 0.359  0.3052
H3 4.790 -0.054 2.185  0.3053
H4 2.392 -4.373 2.275  0.3376
H5 3.049 -4.310 0.507  0.3116
H6 1.042 -1.299 3.306  0.3850
H7 -2.474 1.912 0.279  0.1845
H8 -2.558 1.705 2.152  0.3317
H9 -0.862 1.490 1.329  0.2878
H10 -4.145 -1.277 2.327  0.3532
H11 -1.336 -1.979 -1.681  0.3976
H12 0.952 -4.818 -1.683  0.2764
H13 2.376 -3.590 -1.902  0.3741
H14 1.184 -1.394 -3.395  0.3292
C9 -1.803 5.082 -2.031  -1.0906
C10 -2.614 4.750 -0.807  0.8487
O7 -2.150 4.060 0.099  -0.5770
C11 -4.015 5.296 -0.734  -1.0945
H15 -0.813 4.621 -1.946  0.2864
H16 -2.297 4.687 -2.922  0.3229
H17 -1.679 6.164 -2.112  0.3407
H18 -4.608 4.911 -1.568  0.3196
H19 -3.990 6.389 -0.758  0.3500
H20 -4.481 4.977 0.204  0.2918

=====

No. 4
The following is a quantum chemistry calculation of 2 unconnected molecules or ions with the total composition C11H20N3O, from the Open Molecules 2025 dataset.

Properties
F_max: 0.0346 Eh/bohr
charge: +1
energy relative to the best compared isomer or geometry (same formula, charge and spin): 8.1 kcal/mol
frontier orbital gap: 9.001 eV
2S+1: 1

Each line ends with the Mulliken charge.
Geometry (Å):
C1 -0.701 -2.453 2.984  -0.8242
C2 -1.344 -2.210 4.351  -1.0502
C3 0.042 -1.245 2.459  0.4953
C4 -0.688 -0.114 2.084  -0.4239
C5 1.402 -1.269 2.190  -0.3865
C6 -0.122 0.938 1.384  -0.9027
C7 2.007 -0.270 1.427  -0.5353
C8 1.214 0.789 1.036  0.3541
O1 1.706 1.703 0.083  -0.5743
H1 0.047 -3.252 2.992  0.3823
H2 -1.472 -2.782 2.288  0.3368
H3 -1.774 -3.157 4.665  0.3446
H4 -1.724 -0.142 2.212  0.4764
H5 2.001 -2.004 2.720  0.3791
H6 -0.634 1.828 1.132  0.5512
H7 2.962 -0.358 0.930  0.4363
H8 2.182 2.488 0.363  0.2812
H9 -1.974 -1.332 4.304  0.3422
H10 -0.596 -2.101 5.143  0.3107
C9 -1.925 0.422 -3.530  -0.6557
C10 -2.407 0.009 -2.144  -0.9630
C11 0.360 0.842 -2.738  0.5148
N1 -0.450 0.279 -3.656  -0.2718
N2 1.300 0.106 -2.153  -0.2411
N3 0.167 2.115 -2.448  -0.2251
H11 -2.321 -0.260 -4.262  0.4412
H12 -2.269 1.408 -3.838  0.2522
H13 -2.123 0.738 -1.402  0.2637
H14 -2.041 -0.996 -1.926  0.2986
H15 -0.156 -0.547 -4.138  0.2859
H16 1.599 -0.713 -2.641  0.1869
H17 1.843 0.469 -1.378  0.2219
H18 -0.271 2.672 -3.167  0.2628
H19 0.812 2.619 -1.861  0.2128
H20 -3.485 -0.163 -2.180  0.4230

=====

No. 5
The following is a quantum chemistry calculation of a molecular structure, C11H20O2, from the Open Molecules 2025 dataset.

Properties
F_max: 0.1393 Eh/bohr
charge: 0
energy relative to the best compared isomer or geometry (same formula, charge and spin): 401.0 kcal/mol
frontier orbital gap: 10.305 eV
2S+1: 1

Each line ends with the Mulliken charge.
Geometry (Å):
C1 4.088 1.059 -0.964  -0.6727
C2 4.151 0.163 0.307  -0.3984
C3 3.364 -1.229 -0.010  -0.7877
C4 1.825 -1.001 -0.113  -0.0369
C5 0.964 -0.444 1.220  -0.6178
C6 -0.535 -0.295 0.916  -0.2826
C7 -0.805 0.171 -0.638  -0.8417
C8 -2.420 0.111 -0.832  -0.3828
C9 -4.681 -0.478 0.444  -0.2098
C10 -4.279 0.903 0.745  -0.2155
C11 -3.295 1.200 -0.041  -0.4314
H1 5.186 1.744 -0.982  0.2477
H2 3.124 1.882 -0.473  0.1152
H3 3.460 0.179 -2.047  0.2421
H4 3.606 0.805 1.010  0.2414
H5 5.147 0.343 0.991  0.3434
H6 3.559 -2.405 0.642  0.2562
H7 3.986 -1.409 -1.090  0.2458
H8 1.479 0.256 -0.852  -0.0298
H9 1.043 -1.908 -0.636  0.1905
H10 1.386 0.712 1.238  0.1656
H11 1.037 -1.120 2.093  0.3297
H12 -1.267 0.490 1.430  0.3106
H13 -1.013 -1.350 0.951  0.2579
H14 -0.055 -0.210 -1.460  0.5009
H15 -0.816 1.254 -0.859  0.2394
H16 -2.696 0.381 -1.723  0.8630
H17 -5.887 -0.544 0.458  0.2872
H18 -4.126 -1.284 1.056  0.2524
H19 -5.269 1.712 0.949  0.2194
H20 -3.129 2.350 -0.051  0.2541
O1 -2.841 -1.211 -0.925  -0.3205
O2 -4.290 -0.825 -0.756  -0.3349

=====

No. 6
The following is a quantum chemistry calculation of C11H20O2 in the gas phase, from the Open Molecules 2025 dataset.

Properties
F_max: 0.0701 Eh/bohr
SMILES string: C[C@H]1CC[C@H](CCCC(=O)O)CC1
charge: 0
energy relative to the best compared isomer or geometry (same formula, charge and spin): 41.3 kcal/mol
frontier orbital gap: 10.523 eV
2S+1: 1

Each line ends with the Mulliken charge.
Geometry (Å):
C1 2.282 0.159 -2.662  -1.2448
C2 0.945 -0.388 -2.172  0.3787
C3 0.944 -1.542 -1.133  -0.8927
C4 1.518 -1.238 0.320  -0.9921
C5 0.978 0.061 0.995  0.9237
C6 -0.127 -0.332 1.950  -1.2452
C7 -1.371 -0.912 1.155  0.1897
C8 -2.268 0.279 0.874  -0.9696
C9 -2.851 0.845 2.217  0.5194
O1 -2.714 0.437 3.379  -0.5538
O2 -3.572 1.990 2.046  -0.5239
C10 0.775 1.180 -0.105  -1.5320
C11 0.180 0.746 -1.457  -0.6508
H1 2.700 0.859 -1.806  0.1941
H2 2.002 0.880 -3.443  0.3759
H3 2.991 -0.697 -2.898  0.3425
H4 0.259 -0.802 -2.954  0.3325
H5 1.648 -2.315 -1.542  0.4527
H6 -0.079 -2.121 -1.165  0.3198
H7 2.612 -1.109 -0.017  0.3346
H8 1.644 -2.109 1.020  0.3327
H9 1.771 0.433 1.691  0.2384
H10 -0.395 0.473 2.611  0.5524
H11 0.324 -1.098 2.607  0.3370
H12 -1.870 -1.773 1.680  0.3850
H13 -1.084 -1.183 0.129  -0.2793
H14 -1.610 1.104 0.530  0.3295
H15 -3.128 0.113 0.171  0.4393
H16 -3.826 2.330 1.094  0.3658
H17 0.300 2.045 0.429  0.3845
H18 1.724 1.615 -0.308  0.6048
H19 -0.894 0.357 -1.245  0.2324
H20 0.192 1.710 -1.991  0.3190